DFT (ωB97M-V with the def2-TZVPD basis set) results for C36H22BrN4O5STi as an isolated structure.

Values from the calculation:
E_HOMO (spin up / spin down)	-2.46 / -2.46	eV
relative energy (zero: lowest compared OMol25 entry of this formula, charge and spin)	0.0	kcal/mol
gap between HOMO and LUMO (spin up / spin down)	0.167 / 0.167	Ha

Structure (ORCA input):
```
! wB97M-V def2-TZVPD RIJCOSX def2/J DEFGRID3
* xyz -1 1
Br 1.9973 5.7657 -4.5657
Ti -0.1352 -0.2991 -0.2154
S -0.3430 -1.6519 -4.6589
O -0.1329 -2.3439 0.0650
O -0.4875 -4.1133 1.3894
O -1.4865 2.7225 2.7444
O -0.8287 1.6814 0.8439
O -0.5929 1.2273 -1.6089
N 1.6467 1.2185 0.0614
N 2.2022 -1.2714 0.7567
N 0.4330 -1.0712 -2.2782
N -0.7715 -0.6330 1.7835
C 1.3345 -1.2804 -4.4261
C -0.0331 3.8105 -4.0319
C -0.6175 2.7805 -3.3499
C 2.7187 -0.3162 1.5623
C -1.1550 0.3506 2.6708
C 1.8217 3.8030 -2.5072
C -0.6251 -1.4041 -2.9525
C -0.0070 2.1836 -2.2000
C 2.4025 1.0278 1.2280
C -1.1451 1.6043 2.0430
C 3.8317 -1.9621 2.9102
C 2.8143 2.0358 2.0652
C 3.5215 -0.6026 2.6827
C -1.9513 -1.4783 -2.3446
C -1.5953 -1.2397 4.4107
C -2.0561 -0.9375 -1.0514
C 3.9574 0.4639 3.5073
C -0.8684 -1.9121 2.2244
C 3.5941 1.7454 3.2053
C 2.5052 -2.5226 0.9965
C -1.2558 -2.2627 3.4816
C 3.6305 -0.8903 -4.9150
C -3.3230 -1.0167 -0.4692
C -0.4869 -2.9101 1.1667
C 3.8630 -0.6040 -3.5654
C -1.5508 0.0573 3.9942
C 1.2015 4.3266 -3.6044
C 1.5596 -0.9916 -3.0758
C -4.2500 -2.1544 -2.3919
C 1.2453 2.7342 -1.7927
C 3.3421 -2.9142 2.0630
C 1.9433 2.2571 -0.6430
C 2.3667 -1.2342 -5.3569
C -4.4006 -1.6026 -1.1218
C 2.8400 -0.6540 -2.6395
C -3.0117 -2.0982 -3.0067
H 4.5598 0.2461 4.3810
H 2.0371 -3.2608 0.3567
H -1.5699 2.3719 -3.6634
H -5.3687 -1.6473 -0.6332
H -1.2951 -3.3148 3.7263
H -1.8237 0.8783 4.6443
H 4.4480 -0.8403 -5.6228
H -0.5172 4.2343 -4.9027
H -1.9003 -1.4886 5.4188
H -5.0868 -2.6324 -2.8861
H 3.5523 -3.9644 2.2116
H 2.9994 -0.4409 -1.5913
H 4.4485 -2.2314 3.7601
H 2.5116 3.0558 1.8661
H 3.8988 2.5598 3.8509
H 4.8616 -0.3379 -3.2426
H -1.4441 3.4414 2.0991
H -3.4728 -0.6216 0.5322
H 2.1844 -1.4550 -6.4007
H -2.8742 -2.5413 -3.9886
H 2.7717 4.2051 -2.1733
H 2.8255 2.8397 -0.3580
*
```